54
Properties=species:S:1:pos:R:3 method="wB97M-V/def2-TZVPD" gap_ha=0.1152 total_energy_ha=-1302.089115 multiplicity=1 e_lumo_ev=-2.20 e_homo_ha=-0.1960
C -3.840 0.224 3.302
C -2.402 -0.120 3.151
C -1.486 0.890 2.878
C -0.147 0.620 2.775
C 0.352 -0.687 2.948
C 1.720 -0.974 2.935
N 2.759 -0.018 2.850
O 3.939 -0.426 2.911
O 2.485 1.194 2.724
C -0.597 -1.711 3.175
C -1.936 -1.427 3.276
H -4.427 -0.624 3.652
H -3.970 1.035 4.019
H -4.256 0.553 2.351
H -1.839 1.900 2.763
H 0.550 1.413 2.573
H 2.047 -1.988 3.045
H -0.253 -2.726 3.279
H -2.641 -2.219 3.460
C -1.554 -3.986 -2.924
O -1.589 -2.591 -3.103
C -0.584 -1.902 -2.428
C 0.406 -2.510 -1.637
C 1.393 -1.766 -1.055
C 1.456 -0.363 -1.222
C 2.540 0.394 -0.710
C 3.845 -0.119 -0.522
C 4.959 0.568 0.089
C 5.031 1.741 0.844
C 6.259 2.161 1.292
C 7.421 1.441 0.993
C 7.366 0.276 0.267
C 6.122 -0.176 -0.181
N 5.730 -1.312 -0.909
C 6.630 -2.288 -1.518
C 4.375 -1.281 -1.096
C 0.418 0.249 -1.959
C -0.557 -0.503 -2.551
H -2.342 -4.437 -3.527
H -0.590 -4.383 -3.247
H -1.726 -4.221 -1.873
H 0.391 -3.574 -1.480
H 2.119 -2.244 -0.421
H 2.402 1.452 -0.568
H 4.125 2.260 1.106
H 6.324 3.046 1.902
H 8.373 1.803 1.345
H 8.257 -0.284 0.047
H 7.663 -2.077 -1.251
H 6.377 -3.294 -1.185
H 6.530 -2.248 -2.601
H 3.840 -1.984 -1.709
H 0.426 1.318 -2.080
H -1.328 -0.035 -3.137